A structure of composition C62H38Br18O8 in a non-equilibrium geometry. Source: OMol25; level of theory: ωB97M-V with the def2-TZVPD basis set.

Positions of all 126 atoms, in Å:
C1 1.52 3.60 -0.13
C2 1.45 2.36 0.42
C3 0.25 1.80 0.91
C4 -0.99 2.44 0.71
C5 -0.92 3.69 0.10
C6 0.30 4.24 -0.30
C7 -2.22 4.41 -0.16
O1 -2.15 5.51 -0.63
C8 -3.49 3.68 0.04
C9 -4.65 4.26 -0.45
C10 -5.82 3.58 -0.46
C11 -5.90 2.30 0.21
C12 -4.74 1.68 0.57
C13 -3.52 2.40 0.56
C14 -2.29 1.74 1.12
O2 -2.32 0.63 1.65
H1 2.46 3.95 -0.51
H2 2.39 1.84 0.49
H3 0.34 0.94 1.55
H4 0.28 5.26 -0.67
H5 -4.77 5.27 -0.79
H6 -6.63 4.04 -1.01
H7 -6.83 1.76 0.19
H8 -4.79 0.68 0.98
C15 9.91 -5.90 2.83
C16 10.95 -5.04 2.70
C17 12.19 -5.52 2.26
C18 12.39 -6.92 2.12
C19 11.37 -7.77 2.42
C20 10.09 -7.26 2.77
C21 11.53 -9.27 2.26
O3 10.66 -10.08 2.34
C22 12.94 -9.83 1.93
C23 13.18 -11.18 2.01
C24 14.44 -11.68 1.78
C25 15.50 -10.82 1.47
C26 15.21 -9.46 1.32
C27 13.95 -8.93 1.63
C28 13.78 -7.40 1.66
O4 14.69 -6.68 1.27
H9 8.93 -5.52 3.06
H10 10.83 -3.99 2.90
H11 13.02 -4.84 2.12
H12 9.18 -7.83 2.87
H13 12.42 -11.93 2.22
H14 14.64 -12.74 1.89
H15 16.51 -11.18 1.32
H16 16.06 -8.80 1.13
C29 3.66 10.66 4.47
C30 3.31 10.15 5.70
C31 4.01 9.07 6.24
C32 5.05 8.53 5.43
C33 5.38 9.08 4.13
C34 4.64 10.16 3.63
C35 6.40 8.38 3.16
O5 6.46 8.62 1.95
C36 7.26 7.43 3.85
C37 8.41 6.91 3.17
C38 9.27 6.11 3.88
C39 9.06 5.56 5.11
C40 7.95 6.01 5.79
C41 7.01 6.87 5.21
C42 5.79 7.35 6.02
O6 5.53 6.91 7.14
H17 3.06 11.51 4.18
H18 2.47 10.57 6.24
H19 3.65 8.64 7.17
H20 4.89 10.64 2.69
H21 8.67 7.17 2.16
H22 10.06 5.68 3.28
H23 9.86 5.00 5.57
H24 7.74 5.67 6.79
C43 -14.13 -6.08 2.21
C44 -13.69 -5.38 1.01
C45 -13.99 -5.87 -0.26
C46 -14.60 -7.12 -0.41
C47 -15.14 -7.79 0.79
C48 -14.75 -7.29 2.05
C49 -15.91 -9.10 0.71
O7 -16.27 -9.73 1.72
C50 -16.13 -9.66 -0.64
C51 -16.75 -10.90 -0.79
C52 -16.71 -11.51 -2.03
C53 -16.47 -10.87 -3.21
C54 -15.95 -9.63 -3.08
C55 -15.71 -8.97 -1.81
C56 -15.11 -7.56 -1.82
O8 -15.09 -6.86 -2.83
H25 -13.98 -5.64 3.18
H26 -13.20 -4.45 1.29
H27 -13.63 -5.31 -1.12
H28 -14.98 -7.82 2.96
H29 -16.95 -11.60 0.01
H30 -17.12 -12.51 -2.09
H31 -16.56 -11.27 -4.21
H32 -15.73 -9.13 -4.01
C57 9.98 3.75 -6.28
Br1 9.09 5.12 -5.18
Br2 11.09 2.50 -5.22
Br3 10.91 4.41 -7.98
H33 9.15 3.17 -6.68
C58 -12.45 9.63 -4.72
Br4 -13.85 9.32 -3.38
Br5 -10.71 10.21 -3.88
Br6 -13.12 10.98 -6.03
H34 -12.44 8.76 -5.37
C59 6.69 -4.18 -2.95
Br7 4.73 -4.07 -2.46
Br8 7.03 -3.43 -4.81
Br9 7.39 -6.09 -2.87
H35 7.23 -3.57 -2.22
C60 -12.13 1.21 -6.25
Br10 -11.08 2.60 -7.27
Br11 -12.98 2.06 -4.71
Br12 -10.93 -0.24 -5.66
H36 -12.88 0.78 -6.91
C61 1.45 13.28 -3.91
Br13 2.21 11.50 -4.29
Br14 2.77 14.51 -3.02
Br15 -0.21 13.20 -2.93
H37 1.13 13.55 -4.92
C62 -0.05 3.82 -6.92
Br16 0.74 4.70 -8.48
Br17 0.44 1.94 -7.13
Br18 -1.97 4.18 -6.80
H38 0.37 4.30 -6.05

Results
Lowest unoccupied orbital energy = -1.3 eV
Frontier orbital gap = 8.3648 eV
Calculated total energy = -49319.415794 Ha

These are the Löwdin partial charges, in e, on atoms 1 to 99:
1 C -0.069
2 C -0.077
3 C 0.009
4 C -0.067
5 C -0.089
6 C -0.003
7 C -0.291
8 O 0.120
9 C -0.089
10 C -0.033
11 C -0.046
12 C -0.041
13 C -0.009
14 C -0.069
15 C -0.247
16 O 0.101
17 H 0.112
18 H 0.104
19 H 0.114
20 H 0.117
21 H 0.125
22 H 0.107
23 H 0.103
24 H 0.118
25 C -0.094
26 C -0.072
27 C 0.015
28 C -0.078
29 C -0.081
30 C 0.011
31 C -0.268
32 O 0.127
33 C -0.089
34 C -0.025
35 C -0.066
36 C -0.050
37 C -0.005
38 C -0.083
39 C -0.227
40 O 0.091
41 H 0.111
42 H 0.109
43 H 0.114
44 H 0.120
45 H 0.121
46 H 0.105
47 H 0.103
48 H 0.112
49 C -0.081
50 C -0.067
51 C 0.007
52 C -0.064
53 C -0.047
54 C -0.012
55 C -0.278
56 O 0.090
57 C -0.052
58 C 0.005
59 C -0.100
60 C -0.064
61 C -0.023
62 C -0.029
63 C -0.267
64 O 0.082
65 H 0.104
66 H 0.105
67 H 0.117
68 H 0.120
69 H 0.118
70 H 0.106
71 H 0.113
72 H 0.116
73 C -0.056
74 C -0.037
75 C -0.024
76 C -0.047
77 C -0.043
78 C -0.033
79 C -0.261
80 O 0.078
81 C -0.096
82 C 0.004
83 C -0.080
84 C -0.081
85 C -0.018
86 C -0.039
87 C -0.241
88 O 0.085
89 H 0.103
90 H 0.096
91 H 0.114
92 H 0.115
93 H 0.121
94 H 0.107
95 H 0.117
96 H 0.115
97 C -1.501
98 Br 0.537
99 Br 0.531